C10H55FI3N2O28S | ωB97M-V/def2-TZVPD

As for the energy: -4020.878131 a.u.

Structure (ORCA input):
```
! RIJCOSX wB97M-V def2-TZVPD def2/J DEFGRID3
* xyz 1 1
N 0.161 4.353 -0.205
C -0.114 3.505 -1.380
C -0.189 1.976 -1.004
C -1.540 1.352 -0.967
C -2.846 2.175 -1.236
O -2.967 3.224 -0.667
O -3.719 1.653 -2.148
C -5.062 2.173 -2.013
C -5.743 1.536 -0.638
C -6.924 2.480 -0.003
O -5.473 2.287 0.595
C -1.537 -0.104 -0.634
I -3.452 -1.114 -0.536
C -0.278 -0.813 -0.354
I -0.506 -2.866 0.164
N 0.990 -0.178 -0.405
S 2.486 -0.922 -0.133
O 3.067 -0.293 1.038
O 2.549 -2.345 0.064
F 3.395 -0.662 -1.459
C 1.005 1.213 -0.707
I 2.792 2.433 -0.776
H 0.008 3.835 0.658
H -0.357 5.227 -0.231
H -1.051 3.846 -1.905
H 0.689 3.592 -2.169
H -5.122 3.279 -1.898
H -5.675 1.748 -2.840
H -5.891 0.401 -0.589
H -6.861 3.526 -0.401
H -7.334 2.224 1.019
O 3.793 4.371 -3.052
H 4.437 4.985 -2.662
H 4.336 3.755 -3.558
O 5.551 -2.281 1.877
H 4.784 -1.771 1.599
H 5.201 -3.177 1.991
O -3.471 -4.232 0.138
H -3.676 -4.492 1.043
H -2.776 -4.846 -0.124
O 4.361 -4.794 2.906
H 3.690 -4.409 2.331
H 3.856 -5.154 3.646
O -7.107 0.841 2.945
H -6.803 1.162 3.802
H -6.389 1.051 2.339
O 7.402 0.196 3.021
H 6.806 -0.411 2.563
H 6.858 0.974 3.191
O -3.886 -6.852 0.498
H -4.536 -6.460 -0.102
H -4.416 -7.192 1.228
O -6.403 -2.192 1.138
H -6.611 -2.450 2.044
H -5.701 -2.803 0.878
O 4.599 -4.531 -0.009
H 4.005 -5.139 -0.467
H 4.053 -3.749 0.151
O 0.816 5.191 -4.072
H 0.925 6.009 -4.570
H 1.722 4.929 -3.852
O 4.940 4.324 1.194
H 4.767 4.069 2.108
H 5.663 3.745 0.920
O 6.860 4.169 -1.442
H 6.933 4.876 -0.787
H 7.731 3.749 -1.435
O 5.219 -1.105 5.387
H 5.993 -0.815 4.886
H 4.489 -1.015 4.765
O -5.585 -6.631 -2.408
H -4.728 -6.905 -2.755
H -6.008 -6.189 -3.154
O 8.132 5.215 -4.158
H 7.963 4.955 -3.244
H 8.855 4.642 -4.438
O 3.886 -7.911 2.238
H 3.994 -7.081 1.758
H 4.789 -8.187 2.430
O 3.996 -2.767 7.460
H 4.349 -2.446 8.297
H 4.685 -2.552 6.817
O 5.547 6.423 -1.386
H 4.763 6.525 -0.830
H 5.639 7.278 -1.824
O -6.963 -1.697 -2.055
H -7.166 -1.957 -1.145
H -6.265 -2.307 -2.321
O -3.249 3.543 2.249
H -3.097 4.461 2.002
H -3.855 3.222 1.568
O -8.003 -4.372 -1.700
H -8.756 -3.840 -2.000
H -8.372 -5.255 -1.585
O -10.279 -2.564 -1.661
H -9.809 -1.861 -1.197
H -11.141 -2.180 -1.857
O 8.426 1.197 -2.057
H 7.590 1.638 -1.865
H 8.244 0.266 -1.882
*
```

Atomic partial charges in e from the Mulliken method, atoms 1 to 99: N -0.357; C -1.065; C 0.693; C 0.499; C 0.052; O -0.414; O -0.323; C -0.634; C 0.602; C -0.663; O -0.392; C -0.478; I 0.743; C -0.152; I 0.264; N -0.101; S 1.231; O -0.544; O -0.710; F -0.202; C -0.152; I 0.535; H 0.270; H 0.259; H 0.404; H 0.107; H 0.337; H 0.388; H -0.091; H 0.239; H 0.358; O -0.603; H 0.306; H 0.321; O -0.528; H 0.312; H 0.178; O -0.488; H 0.332; H 0.218; O -0.600; H 0.328; H 0.320; O -0.652; H 0.322; H 0.320; O -0.623; H 0.287; H 0.293; O -0.632; H 0.348; H 0.300; O -0.488; H 0.260; H 0.260; O -0.546; H 0.317; H 0.310; O -0.596; H 0.298; H 0.306; O -0.557; H 0.275; H 0.304; O -0.627; H 0.302; H 0.288; O -0.596; H 0.348; H 0.278; O -0.592; H 0.301; H 0.302; O -0.619; H 0.325; H 0.319; O -0.635; H 0.315; H 0.320; O -0.646; H 0.313; H 0.329; O -0.551; H 0.293; H 0.268; O -0.567; H 0.227; H 0.297; O -0.624; H 0.316; H 0.355; O -0.558; H 0.349; H 0.270; O -0.619; H 0.300; H 0.300; O -0.593; H 0.289

***

C6H14FN2 | ωB97M-V/def2-TZVPD

As for the energy: -446.009923 a.u.

Structure (ORCA input):
```
! RIJCOSX wB97M-V def2-TZVPD def2/J DEFGRID3
* xyz 1 1
C -0.780 -0.388 -0.686
C 1.691 0.103 0.831
C -0.185 -1.495 0.327
C -0.628 0.961 -0.142
C -0.294 -2.862 -0.358
C -0.743 3.418 0.029
N -0.581 2.147 -0.774
N 1.272 -1.259 0.408
F -1.167 1.049 1.096
H -0.380 -0.696 -1.740
H -1.927 -0.497 -0.701
H 2.626 0.340 0.383
H 1.528 0.425 1.886
H -0.464 -1.542 1.392
H -0.334 -2.757 -1.431
H -1.203 -3.334 -0.164
H 0.431 -3.576 0.230
H -1.587 3.311 0.754
H 0.204 3.550 0.592
H -0.876 4.067 -0.729
H -0.037 2.225 -1.560
H 1.636 -1.259 -0.589
H 1.800 -1.931 0.945
*
```

The natural (NBO) scheme yields these atomic charges, measured in e: C -0.535; C -0.608; C -0.030; C 0.751; C -0.646; C -0.398; N -0.548; N -0.531; F -0.316; H 0.266; H 0.285; H 0.195; H 0.214; H 0.245; H 0.229; H 0.248; H 0.234; H 0.238; H 0.219; H 0.216; H 0.413; H 0.428; H 0.429

***

C13H21N5O4 | ωB97M-V/def2-TZVPD

As for the energy: -1082.760118 a.u.

Structure (ORCA input):
```
! RIJCOSX wB97M-V def2-TZVPD def2/J DEFGRID3
* xyz 0 1
C 1.829 0.826 2.136
N 1.353 0.880 0.767
C 0.403 1.968 0.588
H 0.824 2.937 0.900
C -0.913 1.712 1.332
O -1.947 2.321 0.594
H -2.804 2.027 0.923
H -1.066 0.627 1.405
H -0.882 2.127 2.350
H 0.152 2.037 -0.471
C 2.448 0.969 -0.187
H 3.209 1.704 0.144
C 3.146 -0.380 -0.424
O 4.348 -0.219 -1.141
H 4.857 0.502 -0.753
C 2.285 -1.331 -1.273
N 1.079 -1.714 -0.601
C 0.941 -2.576 0.421
N -0.288 -2.651 0.887
C -0.988 -1.777 0.130
C -0.167 -1.175 -0.810
C -0.649 -0.197 -1.736
O -0.010 0.359 -2.612
N -2.002 0.073 -1.527
C -2.831 -0.464 -0.557
O -3.975 -0.080 -0.415
N -2.306 -1.459 0.242
C -3.128 -2.104 1.242
H -3.234 -3.163 1.005
H -2.656 -2.010 2.220
H -4.102 -1.620 1.238
C -2.601 1.109 -2.354
H -2.626 2.049 -1.801
H -1.988 1.220 -3.245
H -3.616 0.818 -2.613
H 1.752 -3.160 0.808
H 2.884 -2.216 -1.502
H 2.018 -0.827 -2.204
H 3.356 -0.866 0.544
H 2.051 1.310 -1.145
H 0.986 0.658 2.802
H 2.522 -0.004 2.256
H 2.338 1.756 2.437
*
```

The natural (NBO) scheme yields these atomic charges, measured in e: C -0.415; N -0.447; C -0.242; H 0.170; C -0.069; O -0.732; H 0.483; H 0.165; H 0.160; H 0.222; C -0.247; H 0.159; C 0.101; O -0.713; H 0.474; C -0.235; N -0.296; C 0.223; N -0.492; C 0.345; C -0.065; C 0.661; O -0.631; N -0.452; C 0.802; O -0.650; N -0.417; C -0.414; H 0.210; H 0.211; H 0.247; C -0.422; H 0.224; H 0.236; H 0.224; H 0.204; H 0.218; H 0.254; H 0.150; H 0.228; H 0.206; H 0.198; H 0.165

***

C3H3Cl2N3O | ωB97M-V/def2-TZVPD

The expectation value of S² is 2.0201. As for the energy: -1275.645452 a.u.

Structure (ORCA input):
```
! RIJCOSX wB97M-V def2-TZVPD def2/J DEFGRID3
* xyz 0 3
C 1.014 0.835 1.946
C 1.299 1.399 0.928
C 0.860 -1.004 -1.100
N 0.003 -1.063 -0.181
N -2.090 -0.845 0.335
N -1.181 -0.350 -0.370
O -1.216 0.611 -1.119
Cl 1.576 2.137 -0.503
Cl -3.587 -0.082 0.175
H 0.830 0.354 2.861
H 1.782 -1.535 -0.941
H 0.709 -0.457 -2.031
*
```

The natural (NBO) scheme yields these atomic charges, measured in e: C -0.235; C -0.135; C -0.116; N -0.257; N -0.142; N 0.183; O -0.265; Cl 0.135; Cl 0.210; H 0.243; H 0.197; H 0.183

***

C18H32NNdO2P2 | ωB97M-V/def2-TZVPD

The expectation value of S² is 3.7541. As for the energy: -2154.317362 a.u.

Structure (ORCA input):
```
! RIJCOSX wB97M-V def2-TZVPD def2/J DEFGRID3
* xyz 0 4
C -0.692 0.902 -4.331
C -0.759 0.429 -3.017
N 0.029 0.937 -2.031
C 0.882 1.943 -2.353
C 0.914 2.514 -3.625
C 0.136 1.973 -4.643
C -1.728 -0.701 -2.747
P -2.333 -0.883 -1.002
Nd 0.019 -0.072 0.381
P 2.421 1.432 0.042
C 1.850 2.533 -1.341
O -0.549 -3.218 -3.299
O 0.313 -3.490 -0.759
H -1.322 0.422 -5.081
H 1.585 3.358 -3.793
H 0.175 2.379 -5.652
C -3.830 0.150 -1.078
C -3.052 -2.549 -0.976
H 2.775 2.810 -1.875
H 1.423 3.443 -0.888
H -1.267 -1.685 -3.065
H -2.634 -0.532 -3.354
C 2.881 2.673 1.305
C 4.059 0.960 -0.602
H 0.919 -2.680 -0.603
H 0.575 -4.143 -0.082
H -0.076 -3.472 -2.460
H 0.122 -3.147 -3.998
H -0.494 1.718 0.977
H 1.426 -1.338 -0.369
H -4.584 -0.331 -1.719
H -4.219 0.263 -0.058
H -3.577 1.146 -1.464
H -3.846 -2.639 -1.729
H -2.277 -3.304 -1.145
H -3.479 -2.716 0.022
H 4.705 1.849 -0.675
H 4.505 0.222 0.079
H 3.935 0.490 -1.586
H 3.767 3.242 0.978
H 2.025 3.339 1.481
H 3.105 2.132 2.238
C 0.414 -1.480 2.554
C -0.106 -0.810 3.720
C -0.867 -1.514 4.699
C -1.129 -0.940 5.938
C -0.722 0.378 6.215
C -0.119 1.139 5.202
C 0.164 0.573 3.963
H 1.480 -1.319 2.311
H 0.051 -2.497 2.371
H -1.195 -2.530 4.466
H -1.665 -1.514 6.697
H -0.895 0.805 7.203
H 0.135 2.182 5.395
H 0.625 1.170 3.164
*
```

The natural (NBO) scheme yields these atomic charges, measured in e: C -0.261; C 0.271; N -0.528; C 0.258; C -0.260; C -0.135; C -0.794; P 0.815; Nd 1.477; P 0.868; C -0.743; O -0.975; O -1.037; H 0.225; H 0.224; H 0.225; C -0.924; C -0.927; H 0.233; H 0.267; H 0.337; H 0.233; C -0.937; C -0.937; H 0.492; H 0.490; H 0.520; H 0.476; H -0.547; H -0.570; H 0.229; H 0.246; H 0.246; H 0.229; H 0.271; H 0.245; H 0.221; H 0.250; H 0.244; H 0.220; H 0.257; H 0.249; C -0.955; C 0.005; C -0.259; C -0.198; C -0.292; C -0.184; C -0.281; H 0.214; H 0.205; H 0.199; H 0.203; H 0.203; H 0.201; H 0.199

***

C2H5IS | ωB97M-V/def2-TZVPD

As for the energy: -774.943526 a.u.

Structure (ORCA input):
```
! RIJCOSX wB97M-V def2-TZVPD def2/J DEFGRID3
* xyz 0 1
C -0.906 -1.017 -1.145
C 0.717 1.141 0.460
S 2.245 0.727 1.028
I -0.656 2.219 1.663
H -0.735 -0.776 -0.190
H -0.654 -0.255 -1.786
H -2.079 -1.280 -1.180
H -0.289 -1.833 -1.151
H 2.358 1.074 2.301
*
```

The natural (NBO) scheme yields these atomic charges, measured in e: C -0.816; C -0.476; S 0.229; I 0.166; H 0.205; H 0.215; H 0.195; H 0.207; H 0.074